DFT (ωB97M-V/def2-TZVPD) results for a 8-piece molecular cluster, C5H25N3O7 overall in a non-equilibrium geometry.

The geometry in XYZ format:
```
40
Properties=species:S:1:pos:R:3:nbo_charge:R:1
C -1.96755 1.86104 0.47105 -0.2478
C -1.40886 1.10435 1.64895 -0.4989
C -1.10369 -0.31286 1.27030 0.1680
C -0.41963 -0.72113 0.14907 -0.0636
N -0.14890 -2.10172 0.30652 -0.4807
C -0.82700 -2.53419 1.43279 0.2816
N -1.33911 -1.48637 2.00153 -0.4640
N -0.99995 2.59799 -0.43462 -0.7577
H -2.62275 1.16988 -0.09819 0.2553
H -2.53802 2.64213 1.01496 0.2394
H -1.89526 1.37370 2.60846 0.2794
H -0.46047 1.60135 1.93090 0.2648
H 0.12410 -0.22077 -0.62764 0.2380
H 0.05253 -2.70149 -0.51998 0.4669
H -0.75097 -3.58688 1.72715 0.2763
H -1.79312 -1.34307 2.89820 0.4587
H -0.74490 1.85670 -1.11124 0.4709
H 0.00281 2.62856 -0.00019 0.4876
H -1.38479 3.48488 -0.85172 0.4612
H -0.95417 -3.26556 -2.50850 0.5060
H 0.40285 -2.58445 -2.28665 0.4667
O -0.09524 -3.37728 -2.07249 -0.9135
H 0.06099 2.20003 -3.23261 0.4989
H 1.18383 1.31014 -2.78064 0.5238
O 0.30402 1.59787 -2.51302 -1.0039
H 3.60801 0.44368 -2.98260 0.4977
H 2.58473 -0.63404 -3.45232 0.4850
O 2.73351 0.28969 -3.33846 -0.9646
H 4.28265 0.56068 0.18752 0.5224
H 2.96288 -0.50980 0.19822 0.5111
O 3.34665 0.34135 0.09524 -1.0180
H 1.41397 0.31994 3.50859 0.4813
H 2.38939 0.51194 2.26191 0.4934
O 1.81161 -0.07597 2.74855 -0.9728
H 2.44457 2.03806 -0.23562 0.5220
H 2.25293 3.18859 0.64417 0.5008
O 1.69717 2.49685 0.21507 -0.9838
H -3.80955 -0.95853 0.87896 0.4729
H -4.34340 -0.71201 -0.55014 0.4943
O -3.59552 -1.00686 -0.05355 -0.9554
```

Summary:
Gap between HOMO and LUMO: 10.66 eV
Lowest unoccupied orbital energy: -0.2016 Ha
Energy: -895.8935 hartree
Energy above the lowest of the compared OMol25 structures with the same formula, charge and spin: 316.8 kJ/mol
Net charge: +2
Molecular weight: 239.27 g/mol